Entry from the OMol25 dataset: a structure of composition C2H6IOP at a distorted geometry (ωB97M-V with the def2-TZVPD basis set).

Results
Spin multiplicity: 3
LUMO energy (alpha / beta) (eV): 0.9 / -2.6
Expectation value of S²: 2.01
ΔE to the lowest compared entry with this formula, charge and spin (kcal/mol): 0.0
Highest occupied orbital energy (alpha / beta) (eV): -6.81 / -9.17

Geometry (Å):
1 C -0.80930 0.82328 -0.97400
2 C 1.04100 -0.59922 0.91449
3 O 1.94985 0.69781 -1.33110
4 P 0.71094 1.03271 0.06137
5 I 2.18076 2.12748 -2.67693
6 H -0.61422 1.75151 -1.52030
7 H -1.70088 0.88129 -0.39607
8 H -0.94717 -0.15992 -1.52912
9 H 1.47385 -0.53822 1.98207
10 H 1.80521 -1.20010 0.42910
11 H 0.26765 -1.40900 1.00167


Entry from the OMol25 dataset: a cluster of 2 separate species, C2H6N2 in total at a distorted geometry (ωB97M-V with the def2-TZVPD basis set).

Results
Spin multiplicity: 1
LUMO energy (eV): 1.0
SMILES: C=N.C=N
ΔE to the lowest compared entry with this formula, charge and spin (kcal/mol): 58.7
Highest occupied orbital energy (eV): -9.69

Geometry (Å):
1 C 1.69728 0.15387 1.09454
2 N 1.11982 0.70566 2.05532
3 H 1.26683 -0.52053 0.34239
4 H 2.60656 0.59350 0.66333
5 H 0.31374 0.27296 2.49097
6 C -1.97698 -0.49454 -1.56451
7 N -0.72636 -0.29621 -1.55490
8 H -2.35225 -1.31077 -2.17345
9 H -2.68495 0.21303 -1.14446
10 H -0.50103 0.50563 -0.96556


Entry from the OMol25 dataset: an isolated molecule of C2H6N2 at a distorted geometry (ωB97M-V with the def2-TZVPD basis set).

Results
Spin multiplicity: 1
LUMO energy (eV): 1.1
SMILES: C/C=N\N
ΔE to the lowest compared entry with this formula, charge and spin (kcal/mol): 41.9
Highest occupied orbital energy (eV): -8.50

Geometry (Å):
1 C 1.06180 -0.15792 0.49716
2 C -0.35017 -0.71339 0.58612
3 N -1.34206 -0.30996 -0.13482
4 N -1.08687 0.77020 -0.93524
5 H 1.13982 0.86920 0.93979
6 H 1.37975 -0.21620 -0.56193
7 H 1.76175 -0.86343 1.00815
8 H -0.54873 -1.59023 1.17036
9 H -1.87041 1.03406 -1.50719
10 H -0.14490 1.17769 -1.06239


Entry from the OMol25 dataset: a structure of composition C2H6N2 at a distorted geometry (ωB97M-V with the def2-TZVPD basis set).

Results
Spin multiplicity: 1
LUMO energy (eV): 0.7
ΔE to the lowest compared entry with this formula, charge and spin (kcal/mol): 81.1
Highest occupied orbital energy (eV): -9.94

Geometry (Å):
1 C 0.92734 -0.66243 -0.04573
2 C -1.31966 0.30753 -0.05340
3 N 1.34748 0.70775 -0.13997
4 N -0.14994 -0.04802 0.66916
5 H 0.70386 -1.09846 -1.02517
6 H 1.52763 -1.33647 0.56664
7 H -1.58757 1.34580 0.15293
8 H -1.24376 0.14892 -1.13430
9 H -2.11370 -0.33693 0.34454
10 H 1.90832 0.97232 0.66532


Entry from the OMol25 dataset: an isolated molecule of C2H6N2O at a distorted geometry (ωB97M-V with the def2-TZVPD basis set).

Results
Spin multiplicity: 1
LUMO energy (eV): 1.1
SMILES: C/C=N/ON
ΔE to the lowest compared entry with this formula, charge and spin (kcal/mol): 111.0
Highest occupied orbital energy (eV): -9.01

Geometry (Å):
1 C 1.22471 -1.57673 -0.61315
2 C 0.63789 -0.27678 -0.16370
3 N -0.49886 0.19413 -0.46070
4 O -0.50415 1.44150 0.54482
5 N -1.75680 1.86959 0.97861
6 H 2.31068 -1.47684 -0.67679
7 H 0.82287 -1.86659 -1.58533
8 H 1.00447 -2.34195 0.13506
9 H 1.09837 0.28276 0.71200
10 H -2.36091 1.08469 0.74211
11 H -1.97827 2.66624 0.38706


Entry from the OMol25 dataset: an isolated molecule of C2H6N2O at a distorted geometry (ωB97M-V with the def2-TZVPD basis set).

Results
Spin multiplicity: 1
LUMO energy (eV): 0.5
SMILES: [H]/N=C(/N)CO
ΔE to the lowest compared entry with this formula, charge and spin (kcal/mol): 54.8
Highest occupied orbital energy (eV): -8.93

Geometry (Å):
1 H -0.53156 -0.04601 -2.25708
2 N -0.58386 -0.80239 -1.60284
3 C -0.31814 -0.27513 -0.41534
4 N -0.29734 -1.22387 0.55698
5 C -0.02880 1.22083 0.07579
6 O 1.04916 0.87421 1.03633
7 H -0.24162 -2.17850 0.21274
8 H 0.50294 -1.12630 1.29615
9 H 0.14179 1.83218 -0.76633
10 H -0.94133 1.50765 0.66160
11 H 0.92663 1.52686 1.92064


Entry from the OMol25 dataset: an isolated molecule of C2H6N2O at a distorted geometry (ωB97M-V with the def2-TZVPD basis set).

Results
Spin multiplicity: 1
LUMO energy (eV): 1.1
SMILES: CO/C=N/N
ΔE to the lowest compared entry with this formula, charge and spin (kcal/mol): 72.7
Highest occupied orbital energy (eV): -8.12

Geometry (Å):
1 C -1.90102 -0.46853 -0.02811
2 O -1.17293 0.81520 -0.04358
3 C 0.12610 0.83951 0.01575
4 N 0.89925 -0.15702 -0.11497
5 N 2.24711 -0.00071 0.05756
6 H -1.75723 -0.91610 0.89629
7 H -1.49804 -1.09973 -0.79966
8 H -3.01686 -0.19143 0.05860
9 H 0.50111 1.81831 0.12229
10 H 2.78284 -0.62250 0.64430
11 H 2.78967 -0.01700 -0.80849


Entry from the OMol25 dataset: an isolated molecule of C2H6N2O at a distorted geometry (ωB97M-V with the def2-TZVPD basis set).

Results
Spin multiplicity: 1
LUMO energy (eV): 0.8
SMILES: [H]/N=C/N(C)O
ΔE to the lowest compared entry with this formula, charge and spin (kcal/mol): 93.9
Highest occupied orbital energy (eV): -9.16

Geometry (Å):
1 H 2.75083 -0.64601 0.10468
2 N 1.92228 -0.05772 -0.06272
3 C 0.83807 -0.74205 -0.00313
4 N -0.34765 -0.16955 -0.32750
5 C -0.60248 1.17283 0.06800
6 O -1.39808 -1.03775 0.12392
7 H 0.77337 -1.80610 0.29191
8 H 0.51220 1.71394 0.28948
9 H -1.22747 1.64241 -0.95184
10 H -1.26693 1.11712 1.09580
11 H -1.95413 -1.18712 -0.62859


Entry from the OMol25 dataset: a cluster of 2 separate species, C2H6N2O in total at a distorted geometry (ωB97M-V with the def2-TZVPD basis set).

Results
Spin multiplicity: 1
LUMO energy (eV): 0.9
SMILES: [H]/N=C/N.C=O
ΔE to the lowest compared entry with this formula, charge and spin (kcal/mol): 76.4
Highest occupied orbital energy (eV): -8.41

Geometry (Å):
1 H 3.49080 -1.07738 -0.88444
2 N 2.63675 -0.56763 -1.05923
3 C 2.82958 0.57050 -1.62471
4 N 2.59584 1.84672 -1.30858
5 H 3.71776 0.49818 -2.28368
6 H 2.18714 2.20917 -0.46157
7 H 3.02011 2.56479 -1.86462
8 C -5.11890 -1.48423 2.37242
9 O -5.16250 -2.05320 3.42460
10 H -5.92462 -0.82048 2.00833
11 H -4.27197 -1.68644 1.68151


Entry from the OMol25 dataset: a cluster of 2 separate species, C2H6N2O2 in total at a distorted geometry (ωB97M-V with the def2-TZVPD basis set).

Results
Spin multiplicity: 1
LUMO energy (eV): 0.7
ΔE to the lowest compared entry with this formula, charge and spin (kcal/mol): 32.4
Highest occupied orbital energy (eV): -9.14

Geometry (Å):
1 N 0.17596 -1.52306 1.68957
2 C -0.56089 -0.85328 0.69807
3 O -1.12710 -1.52927 -0.15321
4 O -0.48916 0.44624 0.75146
5 H 0.05544 -0.97894 2.53938
6 H -0.15249 -2.47172 1.79561
7 C 0.50366 1.35815 -0.61927
8 N 0.25510 1.01500 -1.86941
9 H 0.13453 2.30227 -0.24370
10 H 1.25883 0.77407 -0.11256
11 H 0.50279 0.07394 -2.13703
12 H -0.55668 1.38659 -2.33892


Entry from the OMol25 dataset: a cluster of 2 separate species, C2H6N2O2 in total at a distorted geometry (ωB97M-V with the def2-TZVPD basis set).

Results
Spin multiplicity: 1
LUMO energy (alpha / beta) (eV): 0.2 / -0.5
ΔE to the lowest compared entry with this formula, charge and spin (kcal/mol): 158.4
Highest occupied orbital energy (alpha / beta) (eV): -8.36 / -8.82

Geometry (Å):
1 C 0.82284 -0.28373 -0.51558
2 C 0.07750 -0.11463 0.89540
3 N -1.74878 0.76889 -2.39815
4 N -0.91420 0.97704 0.76459
5 O -2.07738 0.42041 0.46295
6 O -2.62251 0.49545 -1.68359
7 H 1.66455 0.33191 -0.56605
8 H 1.15179 -1.35296 -0.63604
9 H 0.08398 -0.00245 -1.44334
10 H 0.80371 0.30665 1.54630
11 H -0.46150 -1.05812 1.16234
12 H -2.59972 1.15029 0.17351


Entry from the OMol25 dataset: a cluster of 2 separate species, C2H6N2O2 in total at a distorted geometry (ωB97M-V with the def2-TZVPD basis set).

Results
Spin multiplicity: 1
LUMO energy (eV): 0.7
SMILES: COC#N.NO
ΔE to the lowest compared entry with this formula, charge and spin (kcal/mol): 90.0
Highest occupied orbital energy (eV): -9.96

Geometry (Å):
1 C 1.49165 0.27543 0.66177
2 O 0.28838 0.20400 1.42991
3 C -0.33460 -0.90532 1.44372
4 N -0.93840 -1.87611 1.49102
5 H 1.26359 0.11812 -0.39582
6 H 2.21334 -0.46815 1.00561
7 H 1.88438 1.27732 0.82375
8 N -0.82246 -0.07097 -1.47591
9 O -1.61809 1.04746 -1.05876
10 H -0.81340 -0.00453 -2.49222
11 H -1.35506 -0.90970 -1.23251
12 H -1.25933 1.31244 -0.20056


Entry from the OMol25 dataset: an isolated molecule of C2H6N2O2 at a distorted geometry (ωB97M-V with the def2-TZVPD basis set).

Results
Spin multiplicity: 1
LUMO energy (alpha / beta) (eV): 0.2 / 0.2
ΔE to the lowest compared entry with this formula, charge and spin (kcal/mol): 192.2
Highest occupied orbital energy (alpha / beta) (eV): -7.60 / -6.98

Geometry (Å):
1 C -1.35601 0.67661 1.00126
2 C 0.88040 0.33308 0.61859
3 N -2.76991 0.56296 1.89283
4 N 0.55526 -0.30353 -0.78946
5 O -3.84161 1.03752 1.43915
6 O -0.30318 0.00432 1.38864
7 H -1.31202 1.56781 0.40111
8 H 1.63414 -0.36258 1.03554
9 H -2.78294 -0.32111 2.40802
10 H 0.16670 -1.25656 -0.71511
11 H 1.41149 -0.31147 -1.34309
12 H -0.13973 0.29707 -1.24610


Entry from the OMol25 dataset: an isolated molecule of C2H6N2O3 at a distorted geometry (ωB97M-V with the def2-TZVPD basis set).

Results
Spin multiplicity: 1
LUMO energy (eV): 0.8
SMILES: CON(N=O)OC
ΔE to the lowest compared entry with this formula, charge and spin (kcal/mol): 186.5
Highest occupied orbital energy (eV): -9.68

Geometry (Å):
1 C -0.45235 -2.06413 -0.07319
2 O 0.00914 -0.84147 0.38910
3 N -0.35198 0.27441 -0.28910
4 N -1.48016 0.94432 -0.08426
5 O -2.28368 0.38458 0.63913
6 O 0.60312 1.00129 -0.96463
7 C 1.25210 1.74675 0.01326
8 H 0.45796 -2.68102 -0.01165
9 H -0.84418 -2.10234 -1.07440
10 H -1.27236 -2.57180 0.46509
11 H 0.48959 2.28708 0.65217
12 H 2.00437 2.51301 -0.36279
13 H 1.86844 1.10931 0.70126


Entry from the OMol25 dataset: an isolated molecule of C2H6N2O3 at a distorted geometry (ωB97M-V with the def2-TZVPD basis set).

Results
Spin multiplicity: 1
LUMO energy (eV): -0.1
SMILES: CCNO[N+](=O)[O-]
ΔE to the lowest compared entry with this formula, charge and spin (kcal/mol): 189.7
Highest occupied orbital energy (eV): -10.67

Geometry (Å):
1 C 0.89672 1.84441 -0.67713
2 C 0.39990 0.33185 -0.80987
3 N -0.74733 0.00124 0.00045
4 O -0.92414 -1.66276 0.14047
5 N -1.09403 -2.17352 1.36367
6 O -0.59571 -1.55370 2.25672
7 O -1.55802 -3.26768 1.40301
8 H 1.06014 2.16793 -1.74138
9 H 0.02818 2.31003 -0.28484
10 H 1.89841 1.81422 -0.20673
11 H -0.03008 0.25995 -1.89175
12 H 1.25427 -0.29830 -0.55308
13 H -0.58832 0.22631 1.00046


Entry from the OMol25 dataset: a cluster of 2 separate species, C2H6N2O4 in total at a distorted geometry (ωB97M-V with the def2-TZVPD basis set).

Results
Spin multiplicity: 1
LUMO energy (eV): 0.4
SMILES: NCC(=O)O.O=NO
ΔE to the lowest compared entry with this formula, charge and spin (kcal/mol): 100.6
Highest occupied orbital energy (eV): -10.07

Geometry (Å):
1 N -2.49671 0.59097 0.17982
2 C -1.47165 -0.49038 0.40861
3 C -0.19498 -0.22783 -0.46094
4 O 0.54188 -1.09259 -0.91597
5 O -0.02602 1.01860 -0.84949
6 H -2.80193 1.04022 1.01564
7 H -3.38755 0.01432 -0.01212
8 H -1.34209 -0.42237 1.47037
9 H -1.73100 -1.49952 0.07132
10 H -0.82034 1.52439 -0.58792
11 O 4.73367 0.39273 0.49382
12 N 4.04942 -0.21449 -0.27819
13 O 2.68239 -0.11392 0.06897
14 H 2.26489 -0.52014 -0.60391


Entry from the OMol25 dataset: a cluster of 2 separate species, C2H6N2OS in total at a distorted geometry (ωB97M-V with the def2-TZVPD basis set).

Results
Spin multiplicity: 1
LUMO energy (alpha / beta) (eV): 0.2 / -0.1
ΔE to the lowest compared entry with this formula, charge and spin (kcal/mol): 135.3
Highest occupied orbital energy (alpha / beta) (eV): -7.86 / -8.18

Geometry (Å):
1 C 0.09867 0.10447 -0.74017
2 C -0.71847 -0.41285 0.43432
3 N 0.68134 -2.75077 -0.56766
4 N -0.19344 -1.58846 1.21852
5 O 1.73818 -2.80232 -0.13570
6 S 1.27374 -1.51817 1.88728
7 H 0.93526 0.59094 -0.30024
8 H 0.19158 -0.58706 -1.60672
9 H -0.54158 0.92926 -1.18753
10 H -1.69287 -0.72484 0.10836
11 H -0.72343 0.26212 1.29731
12 H 1.59330 -0.03955 1.59119


Entry from the OMol25 dataset: a cluster of 2 separate species, C2H6N2OS in total at a distorted geometry (ωB97M-V with the def2-TZVPD basis set).

Results
Spin multiplicity: 1
LUMO energy (alpha / beta) (eV): 0.2 / 0.2
ΔE to the lowest compared entry with this formula, charge and spin (kcal/mol): 196.6
Highest occupied orbital energy (alpha / beta) (eV): -8.21 / -8.21

Geometry (Å):
1 C 0.61370 0.36165 -1.07478
2 C -0.76613 -0.05143 0.73318
3 N 2.60007 0.15843 0.39883
4 N 1.96030 0.28476 -0.89553
5 O 2.70038 1.34899 -0.29633
6 S -2.14882 0.95272 0.43090
7 H 0.09549 1.31407 -1.36779
8 H 0.19377 -0.41178 -1.67839
9 H -0.97336 -0.99115 0.43525
10 H -0.20390 0.05544 1.62329
11 H 3.51844 -0.29111 0.28461
12 H -1.47942 1.95392 -0.05958


Entry from the OMol25 dataset: an isolated molecule of C2H6N2OS at a distorted geometry (ωB97M-V with the def2-TZVPD basis set).

Results
Spin multiplicity: 1
LUMO energy (eV): 0.8
SMILES: CO/N=C\NS
ΔE to the lowest compared entry with this formula, charge and spin (kcal/mol): 82.7
Highest occupied orbital energy (eV): -8.76

Geometry (Å):
1 C 2.12826 -0.63761 -0.63070
2 O 0.85578 -0.49146 0.09691
3 N -0.10680 -0.47047 -0.96014
4 C -1.11452 0.24487 -0.51234
5 N -1.19726 0.64314 0.78940
6 S -2.58231 1.42779 1.38467
7 H 3.09610 -0.51865 -0.03903
8 H 2.14381 0.07371 -1.51311
9 H 2.22292 -1.70035 -0.85893
10 H -1.85789 0.49133 -1.24894
11 H -0.36098 0.54236 1.45460
12 H -3.22712 0.39535 2.03761


Entry from the OMol25 dataset: an isolated molecule of C2H6N2OS at a distorted geometry (ωB97M-V with the def2-TZVPD basis set).

Results
Spin multiplicity: 1
LUMO energy (eV): 0.6
SMILES: CN(S)C(N)=O
ΔE to the lowest compared entry with this formula, charge and spin (kcal/mol): 8.1
Highest occupied orbital energy (eV): -9.69

Geometry (Å):
1 C 0.39711 1.81065 0.02057
2 N 0.23561 0.40186 -0.14470
3 S 1.63033 -0.56503 -0.04897
4 C -1.05897 -0.14003 -0.02202
5 N -1.17035 -1.48572 -0.04580
6 O -2.02350 0.58682 0.05462
7 H 0.99564 2.06403 0.91499
8 H -0.56434 2.23173 0.15076
9 H 0.90170 2.27493 -0.87458
10 H 1.71801 -0.70586 1.31528
11 H -0.38902 -2.12737 -0.05306
12 H -2.04486 -1.82821 0.23540